# 1
This record from the OMol25 dataset describes a 2-piece molecular cluster, C16H17NO overall at a distorted geometry. The level of theory is ωB97M-V/def2-TZVPD.

Structure (XYZ):
```
35
Properties=species:S:1:pos:R:3:lowdin_spin:R:1
C -1.884 -4.115 -1.413 0.01
C -1.897 -2.065 1.665 0.21
C -2.266 -2.806 0.555 0.15
C -0.542 -1.947 1.951 0.07
C -1.360 -3.343 -0.320 0.06
C 0.366 -2.645 1.199 0.14
C -0.021 -3.425 0.117 0.25
O 0.085 -1.086 2.850 0.01
H -2.634 -1.524 2.237 0.03
H -3.276 -2.891 0.230 0.01
H -0.482 -0.905 3.521 0.01
H 1.470 -2.506 1.362 0.01
H -2.836 -4.892 -1.431 0.00
H -1.179 -4.781 -1.909 0.01
H 0.670 -4.065 -0.430 0.03
H -2.382 -3.429 -2.078 0.00
C -0.846 4.099 -1.574 0.00
C 1.113 1.305 -0.086 0.00
C 0.959 2.711 -0.550 0.00
C -0.380 2.804 -1.046 0.00
C -1.101 1.664 -0.701 0.00
C 3.371 1.608 0.537 0.00
C 2.317 0.804 0.396 0.00
C 3.232 2.991 0.186 0.00
C 2.100 3.502 -0.444 0.00
N -0.170 0.726 -0.135 0.00
H 4.348 1.322 0.969 0.00
H 2.479 -0.221 0.708 0.00
H 3.999 3.816 0.384 0.00
H 2.385 4.530 -0.762 0.00
H -0.436 -0.173 0.232 0.00
H -2.124 1.475 -1.000 0.00
H -0.069 4.644 -2.156 0.00
H -1.272 4.789 -0.766 0.00
H -1.736 4.026 -2.301 0.00
```

Computed properties:
- HOMO level (spin up / spin down) (eV) = 0.60 / -3.90
- energy above the lowest of the compared OMol25 structures with the same formula, charge and spin (kJ/mol) = 188.0
- net charge = -1
- spin multiplicity = 2

# 2
This record from the OMol25 dataset describes a 2-piece molecular cluster, C16H17NO overall at a distorted geometry. The level of theory is ωB97M-V/def2-TZVPD.

Structure (XYZ):
```
35
Properties=species:S:1:pos:R:3:lowdin_charge:R:1
C -0.565 1.220 3.906 -0.07
C -0.638 3.857 1.217 -0.19
C -0.656 2.386 1.510 -0.06
C -0.219 2.413 3.068 -0.19
C 0.246 3.642 3.358 -0.04
C -1.481 3.297 -0.904 -0.11
C -1.225 4.310 0.050 -0.03
C -1.359 1.972 -0.696 -0.11
C -0.966 1.499 0.556 -0.07
N -0.052 4.550 2.281 0.06
H -2.137 3.750 -1.634 0.10
H -1.201 5.375 -0.138 0.10
H -1.722 1.113 -1.227 0.10
H -0.894 0.453 0.666 0.10
H 0.078 5.476 2.351 0.08
H 0.611 4.204 4.189 0.11
H -1.579 0.952 3.585 0.08
H -0.765 1.476 5.014 0.10
H 0.196 0.503 4.033 0.05
C -1.068 -3.778 -0.509 -0.07
C 1.057 -3.066 -3.579 -0.01
C 2.360 -2.925 -3.073 -0.38
C -0.059 -3.282 -2.781 -0.05
C 0.123 -3.561 -1.442 -0.31
C 2.529 -3.100 -1.684 -0.01
C 1.404 -3.379 -0.848 -0.03
O 3.236 -2.362 -3.837 0.08
H 1.017 -3.103 -4.625 0.10
H -0.920 -3.625 -3.262 0.09
H 3.451 -2.869 -1.284 0.07
H 4.102 -2.272 -3.347 0.15
H -1.172 -2.791 0.077 0.10
H -1.169 -4.766 -0.033 0.07
H 1.411 -3.666 0.221 0.11
H -1.975 -3.905 -1.177 0.08
```

Computed properties:
- HOMO level (eV) = -7.84
- energy above the lowest of the compared OMol25 structures with the same formula, charge and spin (kJ/mol) = 344.6
- SMILES = Cc1c[nH]c2ccccc12.Cc1ccc(O)cc1

# 3
This record from the OMol25 dataset describes a 2-piece molecular cluster, C16H17NO overall at a distorted geometry. The level of theory is ωB97M-V/def2-TZVPD.

Structure (XYZ):
```
35
Properties=species:S:1:pos:R:3:lowdin_charge:R:1
C 3.881 1.805 -2.449 -0.07
C 0.534 2.786 -0.900 -0.04
C 1.869 2.785 -1.186 -0.05
C -0.328 2.061 -1.747 -0.35
C 2.422 1.982 -2.202 -0.29
C 0.143 1.253 -2.756 -0.01
C 1.551 1.272 -3.021 -0.03
O -1.673 2.141 -1.531 0.04
H 0.161 3.342 -0.047 0.12
H 2.614 3.358 -0.627 0.12
H -1.903 2.498 -0.681 0.10
H -0.412 0.494 -3.268 0.11
H 4.179 2.725 -2.923 0.08
H 4.187 0.943 -3.051 0.08
H 1.765 0.792 -3.964 0.11
H 4.484 1.491 -1.586 0.08
C 0.230 -1.606 4.389 -0.06
C -0.778 -1.176 0.799 -0.20
C -0.999 -1.839 2.039 -0.13
C 0.045 -1.385 2.923 -0.23
C 0.786 -0.465 2.219 -0.07
C -2.591 -2.348 -0.206 -0.09
C -1.689 -1.327 -0.243 -0.04
C -2.607 -3.260 0.903 -0.08
C -1.877 -2.934 2.030 -0.04
N 0.318 -0.335 0.952 0.08
H -3.318 -2.449 -0.989 0.09
H -1.606 -0.574 -1.009 0.09
H -3.186 -4.152 0.780 0.09
H -1.877 -3.500 2.954 0.11
H 0.636 0.209 0.159 0.13
H 1.726 0.018 2.454 0.12
H 0.724 -2.587 4.500 0.08
H -0.782 -1.771 4.763 0.07
H 0.735 -0.879 5.020 0.07
```

Computed properties:
- HOMO level (eV) = -7.58
- energy above the lowest of the compared OMol25 structures with the same formula, charge and spin (kJ/mol) = 118.7
- SMILES = Cc1c[nH]c2ccccc12.Cc1ccc(O)cc1

# 4
This record from the OMol25 dataset describes a 2-piece molecular cluster, C16H17NO overall at a distorted geometry. The level of theory is ωB97M-V/def2-TZVPD.

Structure (XYZ):
```
35
Properties=species:S:1:pos:R:3:lowdin_charge:R:1
C -2.362 0.806 3.152 -0.06
C 0.947 -0.704 3.918 -0.22
C 0.079 -0.067 2.946 -0.11
C -1.281 -0.121 3.618 -0.22
C -1.174 -0.933 4.675 -0.06
C 2.792 -0.183 2.529 -0.12
C 2.325 -0.620 3.784 -0.03
C 1.979 0.288 1.542 -0.10
C 0.588 0.377 1.765 -0.04
N 0.177 -1.259 4.901 0.06
H 3.850 0.052 2.614 0.10
H 2.937 -1.105 4.533 0.10
H 2.219 0.833 0.639 0.10
H -0.014 0.760 0.954 0.10
H 0.497 -1.760 5.713 0.15
H -1.794 -1.284 5.484 0.12
H -1.868 1.758 2.960 0.08
H -3.058 1.084 3.970 0.08
H -3.054 0.398 2.425 0.07
C -0.866 2.345 -3.025 -0.06
C 1.120 -0.456 -4.647 -0.02
C 0.256 -1.551 -4.540 -0.33
C 0.803 0.788 -4.129 -0.05
C -0.478 1.012 -3.644 -0.29
C -1.002 -1.335 -3.963 -0.02
C -1.354 -0.072 -3.482 -0.05
O 0.775 -2.779 -4.742 0.06
H 2.000 -0.627 -5.249 0.11
H 1.400 1.623 -4.462 0.11
H -1.621 -2.196 -3.768 0.10
H 0.103 -3.448 -4.614 0.10
H -0.877 2.190 -1.942 0.08
H -1.657 2.915 -3.517 0.08
H -2.338 0.221 -3.130 0.11
H -0.051 3.050 -3.266 0.07
```

Computed properties:
- HOMO level (eV) = -7.81
- energy above the lowest of the compared OMol25 structures with the same formula, charge and spin (kJ/mol) = 181.0
- SMILES = Cc1c[nH]c2ccccc12.Cc1ccc(O)cc1